Entry 1:
C10H14LuO5 as an isolated structure in a non-equilibrium geometry. Source: OMol25; level of theory: wB97M-V/def2-TZVPD.

XYZ file:
```
30
Properties=species:S:1:pos:R:3:forces:R:3
Lu -0.0049 -0.0119 0.0395 -0.8 -0.2 4.8
O -3.2321 -0.0059 -0.0018 7.2 0.1 -0.6
O -0.6568 -0.4919 2.2109 0.5 0.6 -2.3
O 3.2127 0.0059 -0.0124 -5.6 0.1 -0.2
O 0.0062 -3.2223 0.2138 0.0 6.5 -0.9
O -0.0081 3.2074 0.2164 0.1 -5.5 -0.5
C 1.6070 -1.1409 2.8944 -0.2 -0.1 0.0
C 0.0164 -2.0618 0.0690 0.1 -13.7 0.9
C -2.2485 0.5079 3.7668 0.4 1.1 -1.0
C -0.0037 0.6674 -2.2755 0.1 1.5 -2.2
C 0.0089 2.0538 0.1191 0.1 12.6 0.7
C 0.1635 -1.4613 3.0548 -0.4 2.6 -1.4
C 0.0003 -0.6648 -2.2703 0.0 -1.6 -2.2
C -2.0588 0.0100 -0.0853 -14.3 0.0 0.1
C -1.0929 0.8234 2.8832 1.3 -2.5 0.7
C 2.0543 0.0132 -0.0292 12.9 0.2 -0.2
H -0.2173 -1.2364 4.0006 -0.3 -0.3 1.8
H 0.9442 1.2766 -2.3885 -0.9 -0.7 0.2
H 2.0267 -1.4457 1.9364 0.0 -0.3 -0.2
H -0.1586 1.1115 3.3669 -0.3 0.5 0.3
H -0.1541 -2.3878 2.6835 -0.3 -1.5 0.0
H -2.4779 1.4553 4.1974 -0.6 0.7 0.8
H -1.3205 1.5040 2.0859 -0.4 0.5 -0.6
H -2.0242 -0.1893 4.5269 0.3 -0.7 0.9
H 1.8652 -0.1037 3.0947 -0.1 0.1 0.2
H 2.0636 -1.7504 3.6416 1.0 -0.4 0.5
H -3.0743 0.1847 3.1739 -0.7 -0.3 -0.3
H -0.9453 -1.2768 -2.3866 0.9 0.7 0.2
H 0.9492 -1.2734 -2.3877 -0.9 0.7 0.2
H -0.9494 1.2732 -2.3876 0.8 -0.7 0.2
```
Forces are in eV/Å.

Its net charge is +3. The value obtained for the orbital gap is 6.7 eV. As for the LUMO energy: -15.54 eV. The energy relative to the best compared isomer or geometry (same formula, charge and spin) is 196.0 kJ/mol.

Here is what Löwdin gives for the atomic charges, in e:
1 Lu 1.1920
2 O 0.2983
3 O -0.3788
4 O 0.3098
5 O 0.3086
6 O 0.3170
7 C -0.0295
8 C -0.0453
9 C 0.0023
10 C -0.1170
11 C -0.0425
12 C -0.1222
13 C -0.1272
14 C -0.0119
15 C -0.1551
16 C -0.0335
17 H 0.1180
18 H 0.1485
19 H 0.0581
20 H 0.1410
21 H 0.1108
22 H 0.1141
23 H 0.0792
24 H 0.0944
25 H 0.1085
26 H 0.1205
27 H 0.0965
28 H 0.1490
29 H 0.1497
30 H 0.1468

=====

Entry 2:
One molecule with the formula C7H12. Source: OMol25; level of theory: wB97M-V/def2-TZVPD.

XYZ file:
```
19
Properties=species:S:1:pos:R:3:forces:R:3
C -2.1123 0.0317 -0.6830 0.0 0.0 0.0
C 2.7501 -0.3898 0.3202 -0.5 0.0 -0.1
C -0.7626 0.1434 0.0188 0.0 0.0 0.0
C -3.2228 0.7842 0.0408 0.0 0.0 0.0
C 0.3179 -0.6295 -0.7457 0.0 0.0 -0.1
C 4.0467 -0.2237 0.9720 0.1 0.0 0.1
C 1.6499 -0.5179 -0.1525 0.5 0.1 0.1
H -3.3524 0.4025 1.0602 0.0 0.1 -0.1
H -0.4666 1.1975 0.1026 0.0 -0.1 0.0
H -0.8373 -0.2407 1.0450 0.0 0.0 -0.2
H 0.3648 -0.2549 -1.7762 0.0 -0.1 0.1
H -2.0115 0.4122 -1.7090 0.0 0.0 0.1
H -2.3799 -1.0302 -0.7747 0.0 0.1 0.0
H 0.0293 -1.6869 -0.8115 0.1 0.1 0.0
H -4.1802 0.6848 -0.4810 0.1 0.0 0.1
H 3.8880 0.0524 2.0186 0.1 0.0 -0.1
H -2.9875 1.8525 0.1131 0.0 -0.1 0.0
H 4.6393 0.5639 0.4954 -0.1 -0.1 0.1
H 4.6269 -1.1515 0.9469 -0.1 0.1 0.0
```
Forces are in eV/Å.

Its net charge is 0. The value obtained for the orbital gap is 10.4 eV. As for the LUMO energy: 1.08 eV. The energy relative to the best compared isomer or geometry (same formula, charge and spin) is 121.3 kJ/mol. As for the SMILES: CC#CCCCC.

Here is what Löwdin gives for the atomic charges, in e:
1 C -0.2883
2 C -0.0895
3 C -0.2356
4 C -0.1224
5 C -0.2273
6 C -0.1154
7 C -0.0501
8 H 0.0722
9 H 0.1189
10 H 0.1190
11 H 0.1174
12 H 0.1091
13 H 0.1092
14 H 0.1176
15 H 0.0679
16 H 0.0757
17 H 0.0724
18 H 0.0745
19 H 0.0747

=====

Entry 3:
One molecule with the formula C5H11N in a non-equilibrium geometry. Source: OMol25; level of theory: wB97M-V/def2-TZVPD.

XYZ file:
```
17
Properties=species:S:1:pos:R:3:forces:R:3
N -0.6430 0.7485 1.5466 0.5 0.7 0.0
C 0.0111 -0.4464 1.1909 -1.2 -0.1 0.0
C 0.0027 1.3332 -1.5974 -0.5 0.9 -0.6
C 0.5006 -1.3008 2.0902 0.5 -0.2 0.0
C -0.2475 -0.9001 -0.2217 -0.7 -0.4 -0.2
C 0.3222 -0.1430 -1.4239 0.8 0.1 0.1
H 0.7086 -1.0768 3.1280 -0.4 0.3 0.0
H -0.0373 1.9100 -0.6710 0.1 -0.1 -0.2
H 0.1092 -1.9289 -0.2715 0.1 0.0 -0.2
H -0.0289 -0.6644 -2.3143 0.1 -0.1 0.0
H -0.1505 1.3813 2.1614 0.0 -0.3 0.2
H 1.4116 -0.2605 -1.4077 -0.1 0.0 0.0
H -1.0367 1.2860 0.7908 0.1 -0.3 -0.1
H -1.3314 -0.9815 -0.3840 -0.1 0.2 0.3
H 0.6818 1.8656 -2.2707 0.5 -0.3 0.3
H -0.9206 1.5151 -2.1612 -0.4 -0.3 0.5
H 0.6481 -2.3374 1.8154 0.5 0.2 -0.2
```
Forces are in eV/Å.

Its net charge is 0. The value obtained for the orbital gap is 9.2 eV. As for the LUMO energy: 1.06 eV. The energy relative to the best compared isomer or geometry (same formula, charge and spin) is 82.9 kJ/mol. As for the SMILES: C=C(N)CCC.

Here is what Löwdin gives for the atomic charges, in e:
1 N 0.0793
2 C -0.4199
3 C -0.1209
4 C 0.0193
5 C -0.1843
6 C -0.2474
7 H 0.0494
8 H 0.0504
9 H 0.1036
10 H 0.1029
11 H 0.0906
12 H 0.1072
13 H 0.0559
14 H 0.1227
15 H 0.0696
16 H 0.0728
17 H 0.0487

=====

> Which value of LUMO does entry 3 give?

1.06 eV